[1]
C2HO2P | ωB97M-V with the def2-TZVPD basis set

Last column: natural (NBO) charge in e.
Atoms and positions in Å:
P  0.783  0.178  0.080  0.130
O  3.590  0.903  -0.044  -0.483
O  0.865  -2.612  0.023  -0.420
C  0.850  -1.469  -0.046  0.430
C  2.895  0.004  0.034  0.388
H  -0.534  0.220  0.288  -0.045

Net charge: 0
ΔE to the lowest compared entry with this formula, charge and spin: 140.6 kJ/mol
Strongest force on any atom: 0.055 hartree/bohr
HOMO level: -9.27 eV
SMILES: O=C=[PH]=C=O
LUMO energy: 0.31 eV


[2]
C37H63CaN6O3P2 | ωB97M-V with the def2-TZVPD basis set

Last column: Mulliken charge in e.
Atoms and positions in Å:
Ca  -0.292  0.046  0.184  1.686
P  0.460  0.021  -2.849  1.329
P  -0.171  2.661  2.425  -1.690
O  1.363  -1.999  0.568  -0.374
O  -0.894  -1.511  1.906  0.539
O  -0.968  -2.353  -0.915  0.969
N  0.482  4.173  2.175  1.293
N  0.912  1.958  3.545  0.500
N  -1.448  3.057  3.452  0.798
N  -0.483  1.916  1.118  -0.791
N  -3.487  2.603  -1.780  0.175
N  -2.394  0.546  -0.955  -0.248
C  1.425  0.114  5.097  -1.115
C  2.348  2.176  3.287  0.220
C  -3.891  3.644  -0.828  -0.547
C  -2.534  3.825  2.806  -0.755
C  1.319  -2.876  -0.563  -0.135
C  -0.053  -3.431  -0.842  -0.864
C  3.167  1.825  4.523  -1.058
C  0.219  4.071  -3.237  -0.236
C  1.814  6.057  3.006  -0.800
C  0.979  4.584  0.857  0.346
C  -3.891  2.730  -3.184  -0.759
C  0.109  -2.252  -4.494  -0.663
C  -2.600  -1.808  -4.883  -0.567
C  2.176  -0.253  -3.457  -1.923
C  1.221  -2.622  1.848  -0.527
C  -2.302  -2.803  -1.161  -1.128
C  -0.638  -3.136  -5.270  -0.650
C  0.622  5.145  3.267  -0.868
C  -3.859  3.077  2.884  -0.458
C  -0.488  -1.142  -3.903  0.446
C  -1.990  -2.913  -5.472  -0.582
C  -0.221  -2.681  2.334  -1.039
C  -3.046  2.912  5.286  -1.128
C  0.685  0.538  3.834  0.565
C  -0.030  1.892  -4.956  -0.443
C  -2.872  1.531  -1.348  0.109
C  0.270  2.774  -2.735  -0.330
C  1.616  6.868  1.713  -0.751
C  0.774  6.083  0.689  -0.813
C  -1.853  2.257  4.608  0.124
C  -0.107  3.187  -5.451  -0.731
C  -4.273  2.885  4.359  -0.775
C  -2.237  -1.405  2.401  -1.100
C  2.923  0.375  4.941  -0.748
C  0.027  4.277  -4.594  -0.683
C  -1.857  -0.939  -4.099  0.004
C  0.162  1.674  -3.590  0.435
H  -1.012  2.169  5.295  0.155
H  2.785  0.572  -3.090  0.448
H  -3.454  3.429  0.142  -0.281
H  -0.213  -2.728  3.425  0.489
H  1.061  -0.069  2.994  -0.333
H  1.961  6.720  3.860  0.464
H  -0.253  3.349  -6.513  0.435
H  -2.343  -0.090  -3.630  -0.170
H  -2.644  -3.446  -0.343  0.324
H  1.031  6.384  -0.329  0.378
H  -4.977  2.675  -3.270  0.301
H  1.035  0.693  5.939  0.337
H  2.047  4.351  0.736  0.075
H  1.650  -2.273  -1.407  -0.555
H  -2.568  -3.590  -6.091  0.389
H  -0.290  6.299  0.830  0.284
H  -0.154  -3.990  -5.729  0.424
H  -0.365  -4.136  -0.065  0.435
H  0.443  4.017  0.101  -0.445
H  2.864  2.495  5.334  0.311
H  -2.351  -3.361  -2.098  0.310
H  -2.655  -0.468  2.035  0.099
H  -2.156  1.233  4.328  -0.132
H  4.227  2.000  4.328  0.422
H  -4.798  1.932  4.475  0.315
H  -0.380  0.331  3.918  -0.284
H  1.232  -0.943  5.307  0.383
H  2.025  -3.699  -0.433  0.481
H  -2.936  -1.924  -1.229  0.153
H  -4.976  3.679  -0.741  0.389
H  -0.285  5.757  3.357  0.380
H  -2.643  4.803  3.287  0.267
H  0.414  2.616  -1.670  0.013
H  3.322  -0.290  4.165  0.196
H  -2.243  -1.394  3.491  0.357
H  -4.976  3.665  4.656  0.376
H  -2.256  4.015  1.773  0.509
H  -3.526  4.611  -1.174  0.394
H  1.815  -2.027  2.534  0.201
H  0.737  4.614  4.210  0.467
H  3.456  0.142  5.864  0.458
H  -2.781  3.942  5.542  0.367
H  0.328  4.915  -2.566  0.447
H  2.716  5.444  2.927  0.186
H  -3.438  1.937  -3.776  0.173
H  2.205  -0.258  -4.545  0.495
H  2.513  3.212  3.006  -0.067
H  -0.023  -3.978  -1.790  0.598
H  1.133  7.819  1.938  0.330
H  1.638  -3.630  1.827  0.493
H  -0.116  1.051  -5.637  0.431
H  -3.729  2.111  2.388  0.009
H  2.608  -1.182  -3.080  0.465
H  2.590  7.107  1.283  0.353
H  -4.635  3.620  2.338  0.455
H  -3.658  -1.630  -5.033  0.424
H  -3.546  3.684  -3.573  0.316
H  2.686  1.551  2.447  0.100
H  -3.261  2.397  6.222  0.414
H  -0.754  -3.560  1.967  0.405
H  1.170  -2.438  -4.360  0.369
H  -2.842  -2.242  2.046  0.349
H  -0.015  5.286  -4.989  0.419

Net charge: +1
ΔE to the lowest compared entry with this formula, charge and spin: 41.2 kJ/mol
Strongest force on any atom: 0.023 hartree/bohr
HOMO level: -9.41 eV
LUMO energy: -1.58 eV


[3]
C32H37IrN5OSSb | ωB97M-V with the def2-TZVPD basis set

Last column: Mulliken spin population.
Atoms and positions in Å:
Ir  -0.276  0.381  -0.325  0.735
Sb  1.135  1.538  1.660  0.022
S  0.735  -4.868  -5.607  0.001
O  -0.793  -1.473  1.036  0.050
N  -0.503  -3.874  -5.335  0.000
N  -1.154  -0.367  -2.034  0.040
N  -1.014  -2.570  0.355  -0.011
N  1.755  -4.354  -4.470  0.000
N  1.321  -0.872  -1.107  0.012
C  -1.971  1.412  0.126  0.025
C  -0.092  2.352  3.246  0.000
C  0.900  -1.613  -2.157  0.035
C  -4.394  2.807  0.623  -0.001
C  2.321  -0.095  3.972  0.000
C  -2.984  0.877  0.932  0.007
C  -0.057  -3.515  0.270  0.026
C  -0.969  -2.049  -3.744  -0.006
C  -0.442  -1.334  -2.668  -0.014
C  -3.430  3.345  -0.218  0.017
C  2.532  -1.109  -0.617  0.011
C  1.148  -3.365  -3.834  0.001
C  -2.959  -0.760  -3.552  0.005
C  3.383  -2.084  -1.128  -0.003
C  -1.463  -4.835  -1.148  0.026
C  2.964  -2.848  -2.193  0.000
C  -1.084  1.282  3.698  -0.001
C  2.750  1.018  3.022  -0.005
C  2.059  3.195  0.624  0.014
C  -0.261  -4.654  -0.480  -0.011
C  -2.257  -1.754  -4.192  0.000
C  1.029  4.073  -0.074  0.004
C  4.092  0.689  2.382  0.000
C  -2.205  -2.740  -0.261  0.038
C  1.697  -2.611  -2.726  0.005
C  -2.446  -3.863  -1.021  -0.008
C  3.016  2.632  -0.429  0.000
C  -4.170  1.558  1.184  -0.002
C  -2.381  -0.091  -2.479  0.019
C  -2.249  2.653  -0.466  0.026
C  -0.790  3.662  2.909  0.001
C  -0.148  -3.089  -4.330  0.004
H  0.842  -3.289  0.822  0.000
H  2.170  -1.036  3.437  0.000
H  2.837  -0.491  0.213  -0.005
H  -1.761  1.013  2.893  0.000
H  2.831  1.961  3.568  0.000
H  4.359  -2.224  -0.685  0.000
H  -2.909  0.692  -1.951  -0.017
H  4.491  1.515  1.795  0.000
H  -0.594  0.367  4.032  0.000
H  -1.634  -5.718  -1.746  0.000
H  -3.956  -0.484  -3.864  0.000
H  3.588  -3.619  -2.625  0.000
H  3.747  1.925  -0.038  -0.002
H  -3.408  -3.969  -1.501  0.000
H  2.609  3.771  1.374  -0.003
H  4.034  -0.196  1.744  0.000
H  -1.406  3.972  3.758  0.000
H  0.332  4.555  0.608  -0.002
H  -0.080  4.465  2.711  0.000
H  -1.452  3.559  2.046  0.002
H  4.824  0.467  3.163  0.000
H  1.533  4.851  -0.654  0.000
H  3.572  3.443  -0.907  0.000
H  -2.673  -2.308  -5.023  0.000
H  0.447  3.470  -0.775  -0.002
H  -1.539  3.099  -1.154  -0.020
H  -3.594  4.309  -0.684  0.000
H  3.100  -0.264  4.720  0.000
H  -2.905  -1.933  -0.104  0.000
H  -5.310  3.347  0.827  0.000
H  0.628  2.524  4.053  0.000
H  2.445  2.125  -1.213  -0.004
H  -4.920  1.110  1.825  0.000
H  0.527  -5.393  -0.527  0.000
H  -2.837  -0.099  1.382  -0.005
H  1.402  0.140  4.506  0.000
H  -1.685  1.659  4.530  0.000

Net charge: +1
ΔE to the lowest compared entry with this formula, charge and spin: 0.0 kJ/mol
Strongest force on any atom: 0.020 hartree/bohr
HOMO level (spin up / spin down): -10.20 / -10.14 eV
Spin multiplicity: 2
LUMO energy (spin up / spin down): -3.56 / -3.59 eV


[4]
C4H9NO | ωB97M-V with the def2-TZVPD basis set

Last column: natural (NBO) charge in e.
Atoms and positions in Å:
O  -0.152  2.035  -0.733  -0.621
N  -0.476  -0.092  -0.072  -0.448
C  0.327  0.970  -0.404  0.683
C  0.067  -1.371  0.332  -0.410
C  1.814  0.752  -0.317  -0.716
C  -1.884  0.160  0.165  -0.407
H  -2.281  0.758  -0.649  0.229
H  2.238  1.734  -0.496  0.245
H  0.507  -1.935  -0.490  0.198
H  2.145  0.416  0.664  0.223
H  -0.703  -1.981  0.790  0.212
H  -2.130  0.597  1.131  0.196
H  -2.402  -0.796  0.028  0.193
H  0.828  -1.265  1.118  0.194
H  2.103  0.019  -1.067  0.228

Net charge: 0
ΔE to the lowest compared entry with this formula, charge and spin: 69.7 kJ/mol
Strongest force on any atom: 0.029 hartree/bohr
HOMO level: -9.17 eV
SMILES: CC(=O)N(C)C
LUMO energy: 0.84 eV


[5]
C2H3Cl3F2Si | ωB97M-V with the def2-TZVPD basis set

Last column: natural (NBO) charge in e.
Atoms and positions in Å:
Cl  3.637  -3.240  0.874  -0.370
Cl  3.844  -0.548  -0.958  -0.317
Cl  2.707  -0.268  2.072  -0.347
Si  2.757  -1.477  0.446  1.178
F  -2.443  -0.525  -0.112  -0.315
F  -1.239  0.627  -1.533  -0.315
C  -2.722  1.894  -0.279  -0.591
C  -2.212  0.729  -0.618  0.752
H  1.431  -2.153  0.284  -0.143
H  -2.256  2.908  -0.565  0.242
H  -3.504  2.055  0.389  0.227

Net charge: 0
ΔE to the lowest compared entry with this formula, charge and spin: 138.2 kJ/mol
Strongest force on any atom: 0.046 hartree/bohr
HOMO level: -10.41 eV
SMILES: Cl[SiH](Cl)Cl.C=C(F)F
LUMO energy: 0.54 eV


[6]
C19H16BrN3O2PtSe | ωB97M-V with the def2-TZVPD basis set

Last column: natural (NBO) charge in e.
Atoms and positions in Å:
Pt  0.078  -1.119  -2.145  1.011
Br  0.113  -7.631  -0.446  0.031
Se  0.142  3.549  -2.950  -0.190
O  -3.638  4.010  1.378  -0.697
O  2.924  3.810  2.360  -0.703
N  1.377  -0.080  -0.388  -0.474
N  -1.334  -0.018  -0.447  -0.446
N  0.094  0.654  -3.109  -0.727
C  2.890  1.749  1.050  0.021
C  0.391  -5.391  -2.201  -0.242
C  0.367  -4.043  -2.523  -0.275
C  0.044  -5.779  -0.920  -0.087
C  -0.355  -3.507  -0.317  -0.260
C  0.006  -3.054  -1.593  -0.217
C  -2.656  -0.012  -0.509  0.066
C  2.701  -0.107  -0.437  0.066
C  -0.340  -4.847  0.027  -0.235
C  -2.822  1.752  1.095  0.017
C  -3.603  2.723  1.951  -0.086
C  3.502  0.770  0.272  -0.240
C  3.677  2.721  1.897  -0.091
C  -0.708  0.877  0.327  0.147
C  -1.436  1.779  1.104  -0.201
C  -3.445  0.840  0.249  -0.240
C  0.765  0.865  0.333  0.265
C  1.505  1.799  1.058  -0.246
C  0.105  1.824  -3.049  0.136
H  0.649  -3.769  -3.536  0.208
H  -3.102  -0.743  -1.174  0.211
H  -0.621  -5.169  1.018  0.223
H  -3.105  2.847  2.918  0.194
H  4.564  3.061  1.345  0.183
H  3.127  -0.882  -1.060  0.212
H  -4.522  0.777  0.203  0.225
H  -4.620  2.345  2.127  0.172
H  1.035  2.563  1.658  0.236
H  -4.126  3.975  0.548  0.472
H  -0.647  -2.783  0.432  0.209
H  -0.945  2.496  1.741  0.224
H  0.676  -6.129  -2.937  0.226
H  4.575  0.686  0.226  0.226
H  4.021  2.207  2.804  0.204
H  2.698  4.383  1.618  0.474

Net charge: 0
Strongest force on any atom: 0.024 hartree/bohr
HOMO level: -7.61 eV
LUMO energy: -1.54 eV